# 1
25
Properties=species:S:1:pos:R:3:forces:R:3 method="wB97M-V/def2-TZVPD" orbital_gap_ha=0.3167 e_above_lowest_kcal_mol=107.9 total_charge=+1
C -1.9677 -0.7391 0.6442 3.289 3.069 -1.124
C -1.9810 1.5323 -0.1718 -1.121 -0.205 -0.962
C -0.9246 -1.1742 -0.0342 2.435 1.979 -1.390
C 1.1728 1.4744 1.5367 -0.359 -0.971 0.407
C 1.3213 0.8040 0.4159 0.698 -0.998 -1.747
C -2.4748 0.7129 0.9388 1.601 -1.403 -0.713
C -0.0178 0.9712 -1.8750 -0.272 -0.721 -0.567
C 0.2269 0.4715 -0.5107 -2.855 -2.614 1.783
C -0.3712 -2.5082 -0.5823 1.253 2.848 0.026
C 2.6708 0.3053 -0.1102 -2.072 1.037 -1.354
N -0.8684 1.3318 -0.7304 0.663 -0.549 0.307
H -2.5921 -1.4102 0.9947 -3.136 -3.447 1.676
H -2.7093 2.0761 -0.7144 -0.522 0.812 -0.661
H 2.0888 1.4499 2.1290 -0.642 0.850 0.481
H 0.1481 1.6932 1.8723 0.910 0.376 0.266
H -3.5356 0.6023 0.9109 -0.864 0.544 -0.221
H -2.2450 1.1587 1.8774 0.506 -0.165 1.137
H 0.5308 1.8300 -2.1827 0.561 0.261 -0.666
H -0.3626 0.1883 -2.6007 -0.108 1.385 0.517
H -0.7119 -2.7648 -1.5586 -0.735 0.058 -0.698
H -0.5565 -3.2830 0.0752 -0.609 -1.644 1.406
H 0.7298 -2.4465 -0.6987 -0.553 0.148 0.318
H 2.6054 -0.2795 -1.0463 0.102 0.198 0.695
H 3.2672 1.1631 -0.2556 0.636 1.254 -0.929
H 3.2210 -0.1252 0.6308 1.196 -2.102 2.011

# 2
27
Properties=species:S:1:pos:R:3:forces:R:3 method="wB97M-V/def2-TZVPD" orbital_gap_ha=0.3579 e_above_lowest_kcal_mol=92.5 total_charge=0 smiles="CC(C)(C)N(N=O)c1ccccc1"
C -1.8695 -0.1181 1.4258 4.271 -0.602 0.286
C -1.3125 0.1954 0.0385 -0.580 0.025 -1.064
C -2.4592 0.9747 -0.7256 0.819 -0.564 -0.246
C -0.8131 -1.0124 -0.7596 -0.283 -1.525 -0.878
N -0.1566 1.1369 0.1082 -0.592 1.285 -0.053
N -0.4525 2.4410 0.1654 1.236 0.563 0.111
O 0.5110 3.2032 0.1461 -0.937 -0.680 0.185
C 1.2103 0.7886 0.0949 0.324 -1.387 -0.051
C 1.9878 1.0482 -1.0258 -0.619 -0.279 1.288
C 3.2964 0.7023 -1.0453 1.836 -1.025 0.248
C 3.8822 -0.1462 -0.0786 -1.445 1.466 2.094
C 3.1006 -0.3364 1.0988 -0.398 -1.447 0.460
C 1.7209 0.0873 1.1642 2.123 -0.137 -0.669
H -2.5073 0.6845 1.6218 -0.999 1.050 1.179
H -2.3659 -1.0779 1.4035 -0.130 -0.138 0.326
H -0.8729 -0.1022 2.0924 -2.861 -0.339 -0.771
H -2.4519 0.7558 -1.8261 0.149 0.509 0.928
H -2.2892 2.0476 -0.4602 -0.785 -1.039 -0.667
H -3.4005 0.6103 -0.3196 -0.160 0.122 -0.149
H -0.4946 -0.6274 -1.7044 0.813 0.463 -0.656
H 0.0064 -1.6843 -0.3914 -0.659 1.039 0.271
H -1.5697 -1.7305 -1.1662 -0.172 0.678 1.100
H 1.5046 1.4656 -1.8496 -0.410 1.121 -1.203
H 3.9473 1.1286 -1.7785 0.132 -0.214 -0.842
H 4.9414 -0.4260 -0.0860 -0.557 0.078 -0.168
H 3.5068 -0.9495 1.9845 -0.591 1.064 -1.560
H 1.0298 -0.1439 1.9559 0.476 -0.086 0.501

# 3
27
Properties=species:S:1:pos:R:3:forces:R:3 method="wB97M-V/def2-TZVPD" orbital_gap_ha=0.3036 e_above_lowest_kcal_mol=133.2 total_charge=0 smiles="CN(C)C(=C=N)c1cccs1.C=C"
C -2.6262 -0.3734 -0.0334 -1.440 0.339 1.204
N -1.3748 -1.0200 0.2621 -0.577 0.705 1.163
C -1.5112 -2.4969 0.4877 -1.224 1.096 -1.896
C -0.4163 -0.5286 -0.6333 0.639 -0.736 0.309
C -0.7294 0.0328 -1.7745 -0.109 0.122 -1.730
N -0.9722 0.3260 -2.9510 0.095 -0.533 0.917
C 0.9305 -0.7000 -0.1476 -0.459 -0.340 -0.846
C 1.2035 -1.0977 1.1249 1.759 0.997 -2.614
C 2.5770 -1.1862 1.2944 2.467 -0.630 3.100
C 3.3111 -0.8643 0.2288 -2.178 -0.180 -2.263
S 2.2901 -0.6423 -1.1941 0.158 0.544 1.470
H -3.1088 -0.7603 -0.9172 0.110 0.380 -1.210
H -3.4303 -0.5716 0.6614 0.109 -0.672 1.016
H -2.6125 0.7338 0.0792 0.602 -0.683 -0.842
H -2.5284 -2.4534 0.9999 1.649 -1.166 -0.085
H -1.7100 -2.8367 -0.5918 0.346 -0.656 1.558
H -0.6237 -3.0457 0.9752 -1.653 1.153 -0.661
H -1.2762 1.2667 -3.1629 0.061 0.461 0.150
H 0.4949 -1.2238 1.8239 -2.260 -0.376 2.368
H 3.1078 -1.4694 2.2620 -0.972 0.409 -1.296
H 4.2821 -0.9230 -0.0628 2.873 -0.186 0.197
C 1.0313 3.4852 0.7673 3.324 0.248 -1.094
C 0.4724 3.1586 -0.4052 -1.660 -0.126 5.399
H 2.1394 3.7470 0.6739 -1.484 0.138 0.413
H 0.7222 3.4226 1.8230 -0.555 -0.255 -1.002
H 0.8468 3.2717 -1.3254 1.729 0.335 -3.089
H -0.4891 2.7488 -0.2646 -1.350 -0.385 -0.635

# 4
33
Properties=species:S:1:pos:R:3:forces:R:3 method="wB97M-V/def2-TZVPD" orbital_gap_ha=0.3402 e_above_lowest_kcal_mol=71.0 total_charge=0 smiles="N[C@@H](CC(=O)O)C(=O)N[C@@H](Cc1c[nH]cn1)C(=O)O"
N 2.0318 0.0685 -2.7961 -2.412 -1.123 0.080
C 1.3540 -1.1497 -2.0965 -0.967 3.765 -0.941
C 2.2049 -1.6838 -0.9949 -1.119 -0.856 -1.441
C 1.4840 -2.6406 -0.1860 -1.219 -2.003 2.384
O 1.0693 -2.4249 0.9649 0.929 -1.331 -3.238
O 1.4021 -3.8567 -0.8803 -1.339 0.896 2.677
C 0.0220 -0.6813 -1.4582 0.969 0.075 -1.370
O -0.8212 -1.5409 -1.3560 -0.954 -0.975 0.276
N -0.2396 0.5887 -1.1049 1.797 -0.661 -1.191
C -1.5245 0.8617 -0.6540 -0.629 -1.265 1.818
C -1.7862 0.2000 0.6981 -2.809 0.377 2.845
C -0.8302 0.4655 1.8817 -1.875 2.111 -1.236
C 0.4913 0.3677 1.8281 1.849 -1.174 -0.291
N 0.9931 0.9552 2.9622 1.207 -0.946 -1.482
C -0.0342 1.4932 3.6289 0.527 2.482 1.316
N -1.1315 1.3087 2.9719 -1.729 -1.020 0.106
C -1.5642 2.3230 -0.6433 -1.721 1.744 -2.515
O -0.8131 3.0232 -1.3595 -2.066 -0.978 2.871
O -2.7622 2.6923 -0.0809 2.305 3.731 -1.253
H 1.2554 0.3880 -3.4529 1.383 -0.196 1.002
H 2.6629 -0.3941 -3.4246 0.739 0.095 -0.434
H 0.9955 -1.8010 -2.8993 0.462 -0.659 0.688
H 2.5470 -0.9878 -0.3434 0.917 2.740 1.558
H 3.0216 -2.1661 -1.3953 2.028 -1.168 -0.989
H 0.8034 -4.3844 -0.2817 0.751 0.273 -0.948
H 0.2608 1.4558 -1.3185 0.569 -0.958 -0.322
H -2.3609 0.3950 -1.2352 0.768 0.851 -0.341
H -2.8860 0.4857 1.0312 2.258 -0.285 -0.509
H -1.9035 -0.8529 0.4952 0.397 -0.330 0.071
H 1.1321 -0.1467 1.1121 -0.279 0.336 0.610
H 1.9651 1.1554 2.9213 0.600 0.334 1.029
H 0.1719 2.2190 4.5088 -0.751 -1.610 -1.567
H -2.7416 3.7081 -0.2784 -0.589 -2.270 0.739

# 5
26
Properties=species:S:1:pos:R:3:forces:R:3 method="wB97M-V/def2-TZVPD" orbital_gap_ha=0.3573 e_above_lowest_kcal_mol=132.6 total_charge=+1 smiles="C[N@H+]1C2=C[C@@H]2C=C2C[C@H](O)C[C@@H]21"
C 0.3948 2.5381 0.8064 3.074 -2.489 -0.901
N -0.3107 1.2991 0.2472 -0.376 0.541 0.224
C -1.2735 1.5470 -0.8389 0.388 -2.193 -0.598
C -2.4580 1.2737 -1.3313 0.930 0.005 0.398
C -1.2077 0.6369 -2.0260 -1.731 -0.551 1.813
C -0.8322 -0.7964 -1.7211 -1.060 -2.320 -0.384
C 0.2430 -1.0033 -0.9660 -1.653 2.290 0.844
C 0.7859 -2.2366 -0.3300 -0.608 1.079 0.778
C 0.7839 -1.7905 1.1595 0.786 0.850 -0.209
O -0.5375 -1.6739 1.6392 -0.068 0.698 -0.467
C 1.3576 -0.3591 1.1020 -2.950 0.002 -2.470
C 0.7089 0.2615 -0.2000 -0.420 -3.516 1.966
H 0.4939 3.2309 0.0245 0.190 0.839 -1.183
H -0.2643 2.9139 1.4932 -1.077 1.059 2.177
H 1.4942 2.2456 1.1614 -2.776 0.670 -0.401
H -0.8300 0.8896 1.0377 0.114 -0.128 -0.289
H -3.5470 1.2400 -1.2461 0.590 0.045 0.079
H -0.9141 1.0297 -2.9292 0.635 0.785 -2.020
H -1.4413 -1.7694 -1.9587 0.934 2.249 -0.294
H 1.7820 -2.4186 -0.6798 0.646 -0.363 -0.130
H 0.1218 -3.0465 -0.5536 -0.098 -0.757 0.083
H 1.4726 -2.3062 1.8143 -0.301 -0.880 0.176
H -0.7632 -2.3329 2.2783 -0.055 -0.738 0.515
H 2.3844 -0.3559 0.9914 2.166 0.142 0.192
H 0.9575 0.3002 1.8160 0.331 0.140 2.020
H 1.3989 0.6833 -0.7905 2.388 2.541 -1.919

# 6
29
Properties=species:S:1:pos:R:3:forces:R:3 method="wB97M-V/def2-TZVPD" orbital_gap_ha=0.3528 e_above_lowest_kcal_mol=0.0 total_charge=+1
C 4.0024 0.3555 0.8280 2.484 -0.024 -1.117
C 3.3504 -0.8431 1.0068 -2.381 1.062 -0.168
C 3.7078 1.1932 -0.2532 -1.388 -0.002 -0.153
C 2.1459 -1.0611 0.2991 0.975 -1.786 -0.243
C 2.6175 0.8747 -1.0419 -0.331 -2.096 1.550
C 1.7980 -0.2787 -0.7762 1.021 2.150 0.409
C -3.1356 -0.2244 0.2379 4.986 -1.979 -0.515
C -4.7046 1.4449 -0.1626 -2.758 0.145 -0.486
C 0.6186 -0.4867 -1.6602 1.797 -0.352 -1.629
C -1.1127 -0.7137 -0.0730 -5.036 2.651 2.129
N -0.5486 0.0119 1.3104 2.406 3.641 0.204
O -3.6653 -1.2374 0.5647 -1.085 1.030 -0.265
O -1.0806 -1.9996 0.0351 -0.356 -2.164 -0.079
O -3.3341 1.0354 0.0384 -0.276 0.200 -0.021
O -0.6482 -0.0311 -1.0924 1.078 0.392 -0.838
H 5.0317 0.4986 1.1702 -0.578 0.016 0.933
H 3.5083 -1.5410 1.7854 0.959 -0.491 0.614
H 4.2332 2.1155 -0.5093 0.289 -0.522 0.353
H 1.6919 -2.0628 0.4153 -0.161 0.738 0.142
H 2.4574 1.3924 -1.9245 -0.534 1.218 -1.477
H -5.3479 1.0122 0.6517 0.684 0.633 -0.707
H -5.0552 1.0154 -1.1243 0.322 0.002 0.588
H -4.9080 2.5570 -0.3018 1.225 -1.383 0.739
H 1.0293 0.0470 -2.6124 -2.267 -0.538 1.349
H 0.4978 -1.5388 -1.9113 -0.093 -0.035 -0.027
H 0.5670 0.0543 1.4408 -2.597 0.016 -1.127
H -0.7887 -0.2220 2.2678 -0.969 -1.041 -0.064
H -0.9309 1.0559 1.2306 1.370 -2.629 -0.041
H -1.9969 -2.4234 0.1609 1.215 1.149 -0.052

What did the fifth record say?
26
Properties=species:S:1:pos:R:3:forces:R:3 method="wB97M-V/def2-TZVPD" orbital_gap_ha=0.3573 e_above_lowest_kcal_mol=132.6 total_charge=+1 smiles="C[N@H+]1C2=C[C@@H]2C=C2C[C@H](O)C[C@@H]21"
C 0.3948 2.5381 0.8064 3.074 -2.489 -0.901
N -0.3107 1.2991 0.2472 -0.376 0.541 0.224
C -1.2735 1.5470 -0.8389 0.388 -2.193 -0.598
C -2.4580 1.2737 -1.3313 0.930 0.005 0.398
C -1.2077 0.6369 -2.0260 -1.731 -0.551 1.813
C -0.8322 -0.7964 -1.7211 -1.060 -2.320 -0.384
C 0.2430 -1.0033 -0.9660 -1.653 2.290 0.844
C 0.7859 -2.2366 -0.3300 -0.608 1.079 0.778
C 0.7839 -1.7905 1.1595 0.786 0.850 -0.209
O -0.5375 -1.6739 1.6392 -0.068 0.698 -0.467
C 1.3576 -0.3591 1.1020 -2.950 0.002 -2.470
C 0.7089 0.2615 -0.2000 -0.420 -3.516 1.966
H 0.4939 3.2309 0.0245 0.190 0.839 -1.183
H -0.2643 2.9139 1.4932 -1.077 1.059 2.177
H 1.4942 2.2456 1.1614 -2.776 0.670 -0.401
H -0.8300 0.8896 1.0377 0.114 -0.128 -0.289
H -3.5470 1.2400 -1.2461 0.590 0.045 0.079
H -0.9141 1.0297 -2.9292 0.635 0.785 -2.020
H -1.4413 -1.7694 -1.9587 0.934 2.249 -0.294
H 1.7820 -2.4186 -0.6798 0.646 -0.363 -0.130
H 0.1218 -3.0465 -0.5536 -0.098 -0.757 0.083
H 1.4726 -2.3062 1.8143 -0.301 -0.880 0.176
H -0.7632 -2.3329 2.2783 -0.055 -0.738 0.515
H 2.3844 -0.3559 0.9914 2.166 0.142 0.192
H 0.9575 0.3002 1.8160 0.331 0.140 2.020
H 1.3989 0.6833 -0.7905 2.388 2.541 -1.919